[1]
Computed, not measured: a 10-piece molecular cluster, C68H149N9O12 overall in a non-equilibrium geometry, with ωB97M-V/def2-TZVPD.

Its spin multiplicity is 1.

Each line ends with the Mulliken charge.
Geometry (Å):
1 H 4.4485 -6.3707 4.6314  0.378
2 C 0.1251 4.8350 0.6642  1.648
3 C -0.7276 2.5666 -5.2381  2.068
4 O 3.7870 1.3619 6.7044  -0.642
5 H 5.6735 2.3425 5.2156  0.507
6 H -3.2566 -4.2813 4.0295  0.102
7 C -2.6779 4.0218 -5.9123  1.988
8 H -1.0027 3.0003 -3.0964  -1.696
9 H -1.8344 0.9007 -6.2818  0.118
10 C 5.9430 5.2419 -2.4910  -1.678
11 C 2.3797 -0.1008 1.1390  1.387
12 C -1.2097 7.3807 -0.1362  -1.694
13 H 8.0223 1.2642 -0.4630  0.458
14 H 1.3148 -4.2681 4.5444  0.183
15 H -7.1293 -3.7929 -5.1682  0.372
16 H 1.3034 2.4776 -5.8757  0.604
17 C -3.4136 -1.8004 5.4631  1.877
18 H 3.6543 2.1768 -3.7976  -0.118
19 C 2.3272 -6.6515 4.8322  -0.523
20 H -3.4807 2.2822 -2.9804  0.967
21 H -2.5441 2.6807 -7.6703  0.223
22 C -3.5637 -1.3134 -5.1464  -1.498
23 H -2.2148 -0.4057 0.1512  0.144
24 H 2.5256 -7.5948 5.3229  0.507
25 C 4.1285 3.5049 -2.1224  0.078
26 H 4.2315 -1.0546 0.9917  0.882
27 H -0.3229 6.3654 2.1309  0.388
28 C 3.2571 -1.2083 0.6010  -1.292
29 H -2.8663 4.5507 -3.8622  -0.165
30 H 3.3326 -2.9877 3.2753  0.134
31 C -2.3899 -2.8839 5.4653  -0.611
32 H 3.7202 -7.2473 3.2980  0.380
33 H -0.1671 0.6329 -5.8041  0.601
34 H -3.5166 -2.2733 -5.6788  0.638
35 H -1.5117 -2.5977 4.8422  -0.763
36 C 0.5473 -4.4891 3.8281  -0.040
37 H 1.7672 1.5169 -1.9043  -0.569
38 H 2.3031 -0.1469 -1.5178  0.959
39 H 3.3824 -5.3772 -1.4419  0.289
40 H 3.0587 -2.1870 0.9654  -0.619
41 H -0.8817 -2.1644 -1.0178  0.092
42 H -4.1849 3.4734 -7.3021  0.464
43 C 4.5379 2.5637 -3.2221  -0.584
44 O 2.0039 -4.3179 1.3718  0.737
45 H -2.5312 6.0729 -5.6757  0.313
46 H 0.4559 8.3440 0.8251  0.428
47 H 3.2492 -1.2165 -0.5125  0.017
48 C 2.3435 1.0894 0.1352  -0.198
49 C -2.8590 -0.5656 6.2357  -1.654
50 H 7.8891 4.0308 -0.9787  0.358
51 C -3.9851 -1.6587 -3.7391  1.984
52 C 1.9449 -7.3734 -1.5462  -0.338
53 C -5.9497 -1.3285 -5.9313  -1.733
54 H -4.7114 -5.4845 5.6554  0.497
55 H 1.0312 -7.9568 -1.6589  0.360
56 H 4.2609 5.8125 -0.4772  0.303
57 C -0.8513 1.3692 -6.2104  -2.010
58 H 3.3592 4.2277 -2.4580  0.520
59 C -3.2785 3.7824 -4.5182  -1.738
60 C 0.3810 6.2113 1.2968  -1.466
61 H -6.8803 -0.9427 -2.6030  0.253
62 C -2.9188 5.3860 -6.4230  -2.069
63 H 1.2306 -7.9362 3.3857  0.282
64 C -4.1634 -0.3888 -2.8737  -0.122
65 C 0.9198 -5.6632 2.9731  1.623
66 C 4.5858 -5.1609 2.0104  -1.709
67 H 1.3397 -2.3245 2.0069  -0.769
68 H -1.5256 6.7054 -2.8341  0.550
69 H -7.7058 -3.3147 -3.5354  0.475
70 H -4.8274 -0.5608 -2.0364  0.445
71 H 5.7944 5.2500 0.3650  0.385
72 H 3.5742 -8.4538 -1.9383  0.333
73 H -1.9192 -0.1880 5.8039  0.007
74 C 5.3454 4.2322 -1.5053  1.575
75 C -7.4404 -2.9494 -4.5298  -1.881
76 H 5.2788 6.1371 -2.3943  0.398
77 H -1.6358 -1.3195 1.5482  0.231
78 O -5.4917 -2.9108 -2.5284  -0.461
79 H -0.1079 5.1074 -6.7124  0.342
80 C 1.7160 0.6780 -1.1684  -0.227
81 C 0.1970 7.3995 0.3591  -0.497
82 H -3.1327 -0.1471 -2.5835  -0.544
83 H 1.5535 5.3045 -0.9328  0.556
84 H -1.8890 7.5597 0.6950  0.404
85 C -6.3834 -1.8326 -4.4593  1.740
86 H 2.1250 -7.3296 -0.4752  0.178
87 C 3.0502 0.3886 2.3986  -0.859
88 H 3.5596 0.0634 5.0698  -0.583
89 O 0.7797 -1.5479 2.2984  2.582
90 H -6.4504 -2.4056 4.5065  0.383
91 N 1.0458 -0.6686 5.4703  0.270
92 C -3.1071 6.0236 -0.8642  -1.928
93 C -0.9803 5.9946 -2.2264  -1.515
94 H 2.1302 -5.8455 5.5509  0.274
95 H -3.4182 5.2144 -1.5159  0.350
96 C 4.9853 1.6867 4.7353  -0.534
97 C -3.2835 3.0057 -6.9370  -1.796
98 H -4.3679 3.9741 -4.5623  0.533
99 H -1.0020 1.2967 -3.5597  0.684
100 H -4.6132 -1.0949 3.7257  0.305
101 H 2.1779 -4.5248 0.4389  -0.166
102 C -6.0012 -3.3609 4.5461  -1.713
103 C -0.1745 -5.9054 1.9501  -1.644
104 H 0.8789 7.2865 -0.4980  0.269
105 H 2.3811 1.2037 2.7249  0.054
106 O -1.5423 3.6722 -0.5504  -0.182
107 H -2.1825 -5.0270 5.1704  0.245
108 H 5.0263 3.1936 -3.9965  0.575
109 H -6.7854 -0.6777 -6.2110  0.450
110 H -6.5908 -4.7800 6.9788  0.400
111 O 1.1963 1.3788 6.3584  -0.885
112 H 0.1662 -2.9638 0.2230  -0.553
113 H -4.3204 -0.3813 -6.9397  0.610
114 H -3.8946 -4.6997 7.0322  0.348
115 H 6.9682 5.4848 -2.1897  0.305
116 H -2.5753 -0.8297 -5.2016  0.221
117 C 7.7149 2.4868 -2.8659  -2.008
118 C 6.6536 1.9907 -1.9410  1.637
119 H -2.8140 -0.8090 7.3020  0.536
120 H -3.1803 -2.8382 -2.0806  0.459
121 N 0.2040 1.1530 4.2811  0.246
122 H 2.9971 -3.7153 4.7945  0.393
123 H 4.2308 -5.8103 1.1919  0.238
124 H -2.4430 5.5759 -7.3796  0.452
125 H 0.8389 3.6383 -0.9752  -0.339
126 H -0.5879 4.0443 2.5937  0.776
127 H 4.3146 4.2049 0.3295  -0.029
128 H -3.5291 5.9594 0.1666  0.373
129 H -0.4431 1.5910 -7.1922  0.383
130 H -1.4061 0.4330 1.4868  0.238
131 C 4.3734 0.6295 5.6223  0.650
132 C -1.4262 2.2655 -3.8478  0.742
133 C 3.5667 -6.3904 3.9827  -1.454
134 H 0.0775 6.2259 -2.0863  0.346
135 H 2.1303 4.0842 0.2307  -0.414
136 H 7.5602 -0.0106 -1.6258  0.344
137 O -0.4453 4.2090 -6.8535  -0.612
138 H -3.2798 -2.2666 3.3617  0.226
139 H -5.6087 -3.6670 7.9384  0.479
140 N -1.2199 3.8840 -5.7156  0.608
141 C -2.8982 -2.5941 -3.1150  -2.121
142 C -4.1952 -4.5594 5.9773  -1.483
143 H 6.0271 4.8710 -3.5180  0.345
144 H 1.1513 3.7588 2.1777  0.339
145 C -4.6425 -0.5260 -5.9047  0.170
146 H 1.3624 6.1665 1.7350  0.423
147 H 0.2181 -6.9588 4.4768  0.311
148 N -5.2048 -2.4965 -3.8640  -0.090
149 H 5.8100 0.7445 -3.5128  0.596
150 H -2.9140 -0.5675 3.7972  0.334
151 O 2.4769 -5.0070 -1.3965  -0.528
152 H -3.5080 1.6448 -4.5332  -1.035
153 C 0.1984 0.3558 -0.7954  -0.305
154 H 0.3389 -3.5863 3.2266  -0.360
155 O -5.5626 -1.2006 6.0488  -0.516
156 H -2.0169 -2.9953 6.4806  0.742
157 H 5.1736 -0.1008 5.9233  0.266
158 C 3.4360 -5.1854 3.0480  2.162
159 C -0.0067 -0.7036 0.2875  2.885
160 C -1.5903 6.0389 -0.8304  2.090
161 C 7.2231 0.8863 -1.0597  -1.775
162 H 4.1085 2.2712 4.4268  0.147
163 H -1.0758 5.0442 -2.7848  0.005
164 H -0.3822 -4.8458 4.2562  -0.651
165 H -5.3026 -3.4745 3.7080  0.304
166 H 1.6350 -5.9108 -3.0711  0.382
167 C -2.9617 -4.2292 5.0931  -0.181
168 C 5.4415 1.4238 -2.7016  -0.560
169 H -5.8475 -0.8761 6.8954  0.359
170 H 2.7870 1.3840 6.6857  0.488
171 H -0.4649 0.1325 -1.6230  -0.308
172 H 3.5872 2.9690 -1.3688  -0.883
173 C -3.5883 -1.3948 3.9447  -1.381
174 H -6.8183 -4.1271 4.4939  0.430
175 H 1.4458 -1.1007 6.3152  0.272
176 H -5.8659 -2.1617 -6.6075  0.383
177 H -1.3562 8.2323 -0.8151  0.449
178 H 2.9978 -0.3542 3.1855  -0.544
179 H -3.6058 0.2301 6.2271  0.497
180 C -6.1908 -3.7915 7.0221  -2.082
181 N -1.2256 4.9419 0.0679  0.081
182 C 1.5784 -5.9129 -1.9854  -0.550
183 C 0.7554 2.7120 -4.9675  -2.146
184 H 0.6589 -1.1755 4.6688  -0.473
185 H -1.1254 -6.1904 2.4374  0.376
186 O 3.0244 -7.7736 -2.3582  -0.529
187 C 0.0939 3.8181 1.7881  -1.870
188 H 0.9935 3.7364 -4.6691  0.418
189 H -0.1179 2.8562 1.3500  -0.115
190 C -2.9653 2.4002 -3.9640  0.400
191 N 2.2227 -5.4517 2.2246  0.030
192 H 6.5635 0.5489 -0.2406  0.147
193 H 0.5836 -5.6277 -1.7452  0.392
194 H -5.6424 -3.8601 -2.6539  0.389
195 H -2.8441 -3.5629 -3.6488  0.437
196 H 0.0037 2.1320 4.1745  0.077
197 H -1.9214 -2.1155 -3.2405  0.427
198 H -0.0872 1.3839 -0.4574  -0.378
199 H 4.0491 0.7443 2.1964  0.713
200 H 4.6905 -4.1968 1.5653  0.263
201 H -3.9964 5.5831 -6.5187  0.467
202 C -1.3940 -0.4765 0.8783  -1.924
203 O 7.2960 3.6353 -0.3149  -0.509
204 N 0.9483 -0.4868 1.3671  0.358
205 H 0.0484 -6.7811 1.2763  0.352
206 O 5.6576 1.0757 3.6573  -0.546
207 C 1.1189 -6.9281 3.8237  -1.224
208 C 1.2344 4.4526 -0.3378  -0.147
209 H -3.6754 2.1453 -6.4324  0.284
210 H 8.6269 2.6925 -2.2878  0.529
211 H -0.2778 -4.9367 1.4108  0.009
212 C 4.8843 4.9196 -0.2451  -1.290
213 H 0.1105 0.5997 3.4151  -0.354
214 C -5.2338 -3.4613 5.9218  1.742
215 H -3.4623 6.9757 -1.3013  0.461
216 C -7.0123 -0.7385 -3.6831  -1.825
217 C 0.8093 0.6618 5.4175  0.290
218 H -8.3844 -2.5722 -4.9377  0.428
219 N -4.6134 -2.1882 6.2044  0.176
220 H 4.5712 -3.7823 4.1234  0.576
221 H 8.0188 1.6427 -3.4995  0.490
222 H -4.5518 0.4884 -3.4296  0.009
223 H -6.5841 0.2435 -3.8655  0.219
224 H 1.1724 2.0665 -4.1819  0.225
225 H 5.5099 -5.5249 2.4866  0.471
226 C 0.0415 -2.1016 -0.4288  -1.346
227 C 3.5284 -3.8867 3.8528  -1.935
228 H 1.8465 1.9841 0.4608  -0.360
229 H 6.0272 1.7975 3.1213  0.262
230 H -6.9688 -3.0343 6.9782  0.458
231 H -8.0609 -0.7497 -3.9006  0.512
232 H 4.8022 0.8034 -2.0497  -0.323
233 H -2.4450 3.4631 -0.2593  0.264
234 H 0.9042 -1.9943 -1.0940  0.510
235 H 3.4183 1.3714 0.0052  -0.223
236 H -4.8201 0.4895 -5.5578  -0.047
237 H 7.4080 3.2856 -3.5671  0.197
238 N 6.1892 3.1117 -1.0181  0.513


[2]
Computed, not measured: a 5-piece molecular cluster, C68H47BBrClN3O9 overall in a non-equilibrium geometry, with ωB97M-V/def2-TZVPD.

As for the net charge: +1. Its spin multiplicity is 1.

Each line ends with the Mulliken charge.
Geometry (Å):
1 C -5.4744 10.3843 7.8697  -0.546
2 H 0.3628 12.2587 3.4385  0.399
3 C -0.0329 -2.0305 -7.6883  0.212
4 C -6.2049 5.3089 3.4565  -0.120
5 H 6.5643 -9.9528 -9.0386  0.417
6 H -4.1225 -1.1536 4.7157  0.258
7 Cl -1.0151 -1.2283 4.2641  -0.352
8 C -2.7419 12.7831 6.8201  0.519
9 H 5.6960 -7.3549 -1.5092  0.526
10 C -3.6586 -1.0482 3.7372  -1.332
11 H 1.7070 -7.3473 -4.4368  0.525
12 H -2.2535 8.9596 4.2179  0.539
13 O 7.2172 -8.2936 -3.2520  -0.666
14 H -5.7263 5.2748 5.5429  0.261
15 C 1.6797 -3.3061 3.0266  -0.336
16 H 8.4191 -9.0873 -5.2756  0.490
17 C -4.6427 1.2935 5.9351  0.557
18 H 3.4504 -0.0426 -3.0205  0.431
19 C 1.9053 -4.3318 3.9280  -0.233
20 C 2.5720 -7.3492 -3.7877  -0.855
21 H -3.3408 -0.7523 8.6960  0.465
22 H 0.9171 -2.5614 3.2001  0.286
23 H -0.5950 -1.7172 -11.0136  0.480
24 C -5.6889 5.7844 4.5878  -0.757
25 C -6.2732 3.8459 3.0677  -1.555
26 C -1.0610 12.5464 5.0088  -0.611
27 C 4.8200 -7.3556 -2.1428  -1.030
28 N -5.8543 1.7763 6.1139  -1.004
29 H -6.1274 12.9653 9.9583  0.403
30 H 1.5462 -6.4872 -2.1204  0.431
31 H -2.6162 1.8471 1.0714  0.281
32 C 2.4872 -6.8721 -2.4915  -0.826
33 O 0.7589 -2.5187 -5.5216  -0.714
34 C 2.8101 -0.9733 -1.2036  -0.621
35 H 3.0631 -6.0847 4.3738  0.392
36 H -4.1634 13.9010 8.7796  0.485
37 H 8.5880 -9.8534 -7.6217  0.403
38 H -4.3818 -0.6009 3.0543  0.280
39 H 4.1763 -5.8772 -6.1370  0.804
40 C -2.1069 11.9866 5.7302  0.351
41 C 2.8442 -4.9033 -9.0886  -0.875
42 C 3.6569 -5.1930 2.5216  -0.595
43 H 1.3131 -4.3975 4.8315  0.450
44 C -1.6709 -0.6753 -9.4742  -0.485
45 H 5.6709 -3.4981 -1.8077  0.528
46 C -6.1076 11.1258 8.8518  -0.523
47 H 2.5689 -4.2091 -5.2984  0.683
48 C -4.3311 2.4679 3.8712  1.473
49 C 6.3115 -8.7443 -5.3822  0.253
50 C -0.8702 10.5241 3.7215  -0.531
51 H -1.1016 -1.0017 -6.1493  0.465
52 H 4.3740 -9.2603 -8.1151  0.523
53 H -6.6110 5.9731 2.7041  0.449
54 C 2.1644 -2.1095 0.9081  0.506
55 Br -8.0217 3.2068 5.5180  0.157
56 C -0.9980 -1.1508 -7.2149  -0.546
57 H -7.2844 3.5133 2.8198  0.639
58 C -2.5451 10.6941 5.4345  0.193
59 C -1.9159 9.9634 4.4341  -0.572
60 C 5.1713 -8.7837 -6.1885  0.446
61 C 4.8725 -2.7875 -1.6442  -0.574
62 H -0.3838 9.9552 2.9404  0.403
63 C 1.8356 -3.7149 -7.2471  0.235
64 H -3.4374 -2.0439 3.3693  0.493
65 H 4.3379 -6.3438 -8.5614  0.448
66 C 7.5399 -9.1294 -5.9032  -0.595
67 C 4.9143 -7.8239 -3.4472  0.542
68 H -6.9714 10.7199 9.3612  0.396
69 C 3.0282 -2.0049 -0.2996  0.277
70 C -4.5360 12.9175 8.5296  -0.610
71 H -2.1680 0.1177 2.7779  0.044
72 C 3.8497 -8.3426 -5.6630  0.553
73 O -2.3285 13.8833 7.1109  -0.651
74 H -2.3080 -0.1440 -10.1687  0.399
75 C 2.8908 -5.2796 3.6722  -0.656
76 C -0.7140 -1.5539 -9.9516  -0.575
77 C -3.9045 12.1826 7.5353  0.275
78 C 6.4915 -9.6111 -8.0147  -0.613
79 O -2.5975 3.9822 2.7912  -0.547
80 C 3.7833 -7.8297 -4.2675  0.396
81 C -3.8144 1.6159 4.8263  0.296
82 H -5.8338 9.3995 7.6064  0.481
83 H -2.5712 0.2031 -7.7346  0.398
84 C 3.5471 -5.3447 -6.8345  -0.421
85 O 5.1471 -4.8890 0.1669  -0.666
86 C 0.8487 -2.7352 -6.7131  0.493
87 C -3.6927 10.0878 6.1656  0.486
88 H -1.6836 3.7392 2.9763  0.340
89 C -4.3686 10.9060 7.2100  0.247
90 H 2.9114 -5.0897 -10.1512  0.489
91 N -3.5102 2.2390 1.3529  -0.533
92 C 0.1022 -2.2401 -9.0619  0.191
93 C -5.6405 2.9436 4.0680  0.127
94 H -5.1910 6.7458 4.5815  0.279
95 N -6.2964 2.5848 5.1664  0.375
96 H -0.7364 13.5514 5.2392  0.486
97 C 1.9427 -3.9558 -8.6188  0.350
98 O -4.0700 8.9596 5.9127  -0.663
99 C 4.6573 -1.7490 -2.5342  -0.594
100 C -3.7435 -0.2503 7.8471  0.169
101 O 2.8554 -8.3896 -6.3564  -0.668
102 H 3.5375 -6.5113 -0.6576  0.630
103 C -1.8169 -0.4784 -8.1052  -0.473
104 C -2.3942 -0.2028 3.7889  0.878
105 H -5.7287 3.7931 2.1249  0.333
106 C 3.6218 -0.8469 -2.3179  -0.544
107 C 4.2934 -4.0609 0.4023  0.401
108 C 2.6490 -4.4071 -6.3589  -0.860
109 H -1.7876 1.7729 4.2933  0.330
110 C -0.4477 11.8186 4.0037  -0.484
111 H -4.1728 1.4696 1.3565  0.287
112 O 1.2329 -3.3743 -10.7909  -0.660
113 C -4.1825 0.3983 6.9509  -0.959
114 C 6.2349 -8.2921 -3.9613  0.410
115 C 3.4406 -4.1577 1.6209  0.708
116 C -5.6347 12.3900 9.1861  -0.474
117 C 7.6295 -9.5580 -7.2165  -0.492
118 C 4.0578 -2.9223 -0.5276  0.335
119 C 3.6085 -6.8821 -1.6690  -0.247
120 C 3.6413 -5.5997 -8.1973  -0.659
121 C 2.4409 -3.2163 1.8698  -0.044
122 H -2.0303 0.7728 5.6984  0.651
123 C -2.4457 1.0220 4.7296  -1.723
124 B -3.4392 2.9027 2.6137  0.338
125 H 2.0044 -0.2748 -1.0277  0.457
126 H 4.4286 -5.9222 2.3170  0.534
127 O 1.2622 -1.3201 1.1102  -0.755
128 C 5.2647 -9.2246 -7.5028  -0.550
129 H 5.2954 -1.6424 -3.4011  0.458
130 C 1.1064 -3.2054 -9.5975  0.602


Ordered total energy results: -4075.6821 -6519.7633; unit Ha.
Ordered HOMO-LUMO gap results: 0.322 0.230; unit Eh.
Ordered HOMO energy results: -8.39 -10.68; unit eV.